[1]
{"formula": "C4H7NO", "method": "ωB97M-V with the def2-TZVPD basis set", "e_tot_ha": -286.5026, "de_lowest_ev": 3.5117, "homo_energy_ev": -10.4, "smiles": "C=CC#N.[H][H].C=O", "fmax_ev_per_a": 1.1, "charge": 0, "gap_ev": 10.6, "species": ["C", "C", "C", "N", "H", "H", "H", "H", "H", "C", "O", "H", "H"], "coordinates": [[-0.47911, -1.27359, -0.80741], [-1.50311, -0.58468, -0.30654], [-1.65649, 0.82263, -0.55674], [-1.75171, 1.96259, -0.74138], [-0.34350, -2.32449, -0.57615], [0.25889, -0.80819, -1.45386], [-2.24587, -1.04503, 0.33790], [0.50387, 0.00960, 2.15096], [-0.22265, 0.05718, 2.31011], [1.85667, 0.80391, -0.09159], [2.33498, 0.09283, 0.75651], [2.24596, 0.80889, -1.12912], [1.00205, 1.47836, 0.10731]]}

[2]
{"formula": "C4H6F3P", "method": "ωB97M-V with the def2-TZVPD basis set", "e_tot_ha": -796.8991, "de_lowest_ev": 2.4769, "homo_energy_ev": -9.7, "smiles": "C=CCC(F)(F)PF", "fmax_ev_per_a": 3.6, "charge": 0, "gap_ev": 10.1, "species": ["C", "C", "C", "C", "F", "F", "P", "F", "H", "H", "H", "H", "H", "H"], "coordinates": [[2.49410, -0.62057, -0.04530], [1.24989, -0.22314, 0.28643], [0.21952, 0.43245, -0.59702], [-1.16641, 0.67810, 0.00183], [-1.67908, 1.91093, -0.42126], [-1.13641, 0.66655, 1.36380], [-2.74094, -0.48592, -0.43984], [-2.07057, -1.79669, 0.32404], [2.97495, -0.41287, -0.99658], [3.06310, -1.06216, 0.78741], [0.85530, -0.25148, 1.39006], [0.65948, 1.47202, -0.86234], [0.43264, -0.00750, -1.62614], [-3.15557, -0.29971, 0.83490]]}

[3]
{"formula": "C4H5NO", "method": "ωB97M-V with the def2-TZVPD basis set", "e_tot_ha": -285.3880, "de_lowest_ev": 0.7234, "homo_energy_ev": -11.2, "smiles": "CCC(=O)C#N", "fmax_ev_per_a": 1.2, "charge": 0, "gap_ev": 10.9, "species": ["C", "C", "C", "O", "C", "N", "H", "H", "H", "H", "H"], "coordinates": [[-1.54204, 0.06984, -0.08209], [-0.11421, -0.23022, -0.52602], [0.87165, 0.31230, 0.48143], [0.59334, 1.10660, 1.34591], [2.27332, -0.17733, 0.40192], [3.37332, -0.53660, 0.41067], [-1.74823, -0.40217, 0.88435], [-2.26752, -0.30120, -0.81087], [-1.68123, 1.14750, 0.04087], [0.11362, 0.24494, -1.49320], [0.06538, -1.30448, -0.66931]]}

[4]
{"formula": "H14O6S2", "method": "ωB97M-V with the def2-TZVPD basis set", "e_tot_ha": -1256.2250, "de_lowest_ev": 0.0000, "homo_energy_ev": -9.4, "smiles": "SS.O.O.O.O.O.O", "fmax_ev_per_a": 1.1, "charge": 0, "gap_ev": 9.8, "species": ["S", "S", "H", "H", "O", "H", "H", "O", "H", "H", "O", "H", "H", "O", "H", "H", "O", "H", "H", "O", "H", "H"], "coordinates": [[4.12269, -1.60253, 1.47023], [3.83890, 0.23512, 0.58740], [2.84412, -1.76655, 1.84553], [4.23780, 0.92124, 1.69896], [-1.03943, 0.96759, -2.15576], [-0.18545, 0.61617, -1.81994], [-1.28744, 1.66342, -1.53353], [-1.86907, -1.59070, -1.52427], [-1.67001, -2.39033, -2.01098], [-1.83902, -0.80688, -2.11475], [0.62859, -0.01639, 1.48721], [0.72657, 0.91361, 1.71766], [-0.31439, -0.24510, 1.52084], [-1.98688, -0.56674, 1.02649], [-2.43028, -1.25032, 1.52799], [-1.83283, -0.88881, 0.10993], [-1.74527, 2.34759, 0.38875], [-1.92751, 1.40146, 0.44918], [-2.59284, 2.78580, 0.41962], [1.30268, 0.04351, -1.22102], [1.89145, -0.61931, -1.58589], [1.12760, -0.15187, -0.28364]]}

[5]
{"formula": "CI2NO2", "method": "ωB97M-V with the def2-TZVPD basis set", "e_tot_ha": -838.7503, "de_lowest_ev": 0.3757, "homo_energy_ev": -3.0, "fmax_ev_per_a": 1.2, "charge": -1, "gap_ev": 6.2, "species": ["C", "N", "O", "O", "I", "I"], "coordinates": [[1.10975, 0.13230, -1.58488], [-0.77552, -0.72639, 1.45065], [0.61418, 0.91805, -2.26825], [1.71527, -0.72810, -1.11734], [-2.54274, -0.76619, 2.54960], [-0.12094, 1.17033, 0.97021]]}

[6]
{"formula": "C5H10O", "method": "ωB97M-V with the def2-TZVPD basis set", "e_tot_ha": -271.7003, "de_lowest_ev": 1.4245, "homo_energy_ev": -9.4, "smiles": "C[C@@H]1[C@H](C)[C@@H]1O", "fmax_ev_per_a": 1.3, "charge": 0, "gap_ev": 10.3, "species": ["C", "C", "C", "C", "C", "O", "H", "H", "H", "H", "H", "H", "H", "H", "H", "H"], "coordinates": [[0.09633, -1.17549, 1.30107], [0.87008, -0.13528, 0.48849], [0.27383, 0.98791, -0.32401], [-1.16781, 1.37326, -0.23360], [0.78231, -0.20881, -1.03604], [-0.26469, -0.97457, -1.56318], [0.56832, -2.17447, 1.34883], [-0.00349, -0.83612, 2.33528], [-0.90330, -1.33075, 0.88785], [1.70459, 0.32832, 0.98000], [0.97440, 1.82128, -0.39008], [-1.75856, 0.53107, 0.13104], [-1.54340, 1.68149, -1.20920], [-1.27631, 2.20146, 0.47699], [1.67023, -0.15346, -1.67076], [-0.03522, -1.90904, -1.53492]]}

[7]
{"formula": "C20H38F6NO14S2Zn", "method": "ωB97M-V with the def2-TZVPD basis set", "e_tot_ha": -5067.7768, "homo_energy_ev": -3.8, "fmax_ev_per_a": 6.5, "charge": -1, "gap_ev": 5.3, "species": ["Zn", "C", "C", "C", "O", "C", "C", "C", "O", "O", "O", "H", "H", "C", "F", "F", "F", "S", "O", "O", "N", "S", "O", "O", "C", "F", "F", "F", "C", "C", "O", "H", "H", "H", "H", "H", "H", "C", "C", "O", "H", "H", "H", "H", "H", "H", "C", "C", "O", "H", "H", "H", "H", "H", "H", "C", "C", "O", "H", "H", "H", "H", "H", "H", "C", "C", "O", "H", "H", "H", "H", "H", "H", "C", "C", "O", "H", "H", "H", "H", "H", "H"], "coordinates": [[-0.51639, -0.68461, 0.10865], [3.65976, 0.01034, -0.84424], [5.00442, 0.58495, -0.78932], [5.42443, 1.37947, 0.56518], [6.61941, 1.77405, 0.62471], [4.40289, 1.57729, 1.58844], [3.15322, 1.07091, 1.42007], [2.84724, 0.18422, 0.23219], [1.66232, -0.30989, 0.02340], [2.31666, 1.29273, 2.39414], [5.83369, 0.62775, -1.71847], [3.42102, -0.61912, -1.68874], [4.71426, 2.02014, 2.52296], [-3.03663, -4.19562, -0.13548], [-2.07747, -4.97770, -0.55502], [-3.45553, -3.67432, -1.27959], [-4.09333, -4.79907, 0.35152], [-2.45237, -2.74351, 1.13038], [-3.02430, -1.50679, 0.54259], [-2.93248, -3.04403, 2.48785], [-0.72585, -2.49775, 0.84308], [-0.19624, -3.70064, 1.78507], [0.33055, -3.20900, 3.05376], [-0.96666, -4.87627, 1.94804], [1.36732, -4.20520, 0.82377], [1.84121, -5.35593, 1.31814], [1.06183, -4.25971, -0.51739], [2.15943, -3.13980, 1.09039], [0.67016, 4.55080, -3.22744], [1.35715, 4.43564, -1.86119], [0.49010, 3.66007, -0.99600], [-0.24614, 5.12569, -3.09327], [0.62646, 3.51571, -3.56624], [1.38678, 5.06276, -3.86966], [1.54172, 5.40815, -1.40485], [2.39237, 4.12306, -1.99802], [0.73961, 3.99598, -0.13200], [1.41350, -0.34460, 6.52189], [1.71449, -1.23050, 5.37744], [2.73390, -0.42848, 4.67286], [1.18178, 0.66204, 6.17393], [2.33889, -0.23958, 7.08821], [0.63706, -0.70725, 7.19549], [0.85397, -1.43153, 4.73933], [2.30436, -2.05127, 5.78548], [2.45220, 0.02468, 3.87481], [0.46808, -1.22278, -3.75809], [-0.39652, -1.88641, -2.64587], [-1.12251, -1.00146, -1.79302], [-0.05879, -0.53632, -4.42087], [1.06607, -1.96135, -4.29198], [1.20319, -0.55382, -3.31067], [0.22841, -2.61575, -2.13048], [-1.10813, -2.44678, -3.25225], [-1.89712, -0.78950, -2.31899], [-2.91327, -1.45446, -5.87739], [-2.73106, 0.10643, -5.43766], [-3.01149, 0.22053, -4.03461], [-3.84639, -1.64286, -6.40834], [-2.91876, -2.13848, -5.02875], [-2.06464, -1.77845, -6.47985], [-3.41357, 0.79046, -5.94202], [-1.72877, 0.48916, -5.63011], [-3.96637, 0.18100, -3.94376], [-0.94949, 2.04465, 3.57454], [-1.20255, 0.59732, 3.38900], [-0.40770, 0.14717, 2.24617], [-1.66631, 2.56414, 4.21047], [-0.98403, 2.61537, 2.64654], [0.05784, 2.17159, 3.97112], [-2.19366, 0.15026, 3.31193], [-0.86668, 0.09949, 4.29864], [0.44762, 0.40299, 2.59913], [-2.80612, 2.79037, 0.36985], [-2.31734, 1.84602, -0.70246], [-1.00935, 1.38078, -0.44402], [-2.25153, 3.72233, 0.47930], [-2.92883, 2.19281, 1.27316], [-3.82077, 3.06809, 0.08446], [-2.28585, 2.39781, -1.64194], [-3.13090, 1.13141, -0.82721], [-0.40323, 2.06361, -0.74060]]}